The following is a quantum chemistry calculation of a 18-piece molecular cluster, C24H14Cl68F5NO2P overall in a non-equilibrium geometry, from the Open Molecules 2025 dataset.

XYZ file:
```
115
Properties=species:S:1:pos:R:3:mulliken_charge:R:1
H -0.21 -3.46 2.35 0.085
C 1.53 -4.86 2.68 0.250
F 2.12 1.80 -0.71 -0.253
Cl -3.83 0.99 3.92 -0.131
Cl -6.98 1.50 -4.39 -0.071
Cl 2.48 -3.17 -3.23 -0.094
Cl -6.84 3.46 0.48 -0.044
C 2.38 -1.41 -3.46 0.068
Cl 2.10 4.16 -3.59 0.011
H 2.85 -0.97 5.44 0.272
H 2.17 -4.24 2.00 0.127
Cl -3.04 -10.43 7.53 -0.107
Cl 3.44 -0.93 -4.80 -0.144
Cl 7.43 -5.67 0.91 -0.110
Cl -5.03 2.31 -11.65 -0.100
F 3.59 0.67 1.05 -0.248
Cl -8.41 7.89 3.27 -0.103
Cl -3.88 2.87 -2.23 0.186
Cl -7.82 1.98 -10.91 -0.101
Cl -6.29 4.12 -3.40 -0.093
Cl -10.86 7.53 1.76 -0.104
Cl -2.09 2.18 5.91 -0.125
C -9.32 8.42 1.85 0.330
Cl -5.76 14.25 0.17 -0.103
Cl 2.81 -4.50 -6.02 -0.014
Cl -8.19 14.08 1.73 -0.106
C -0.03 -4.57 2.47 -0.979
C 1.21 4.78 -4.99 0.138
Cl 8.52 -2.67 5.68 -0.081
Cl -9.65 10.16 1.97 -0.067
Cl 5.88 -5.10 3.30 -0.072
Cl 6.53 0.64 -2.86 -0.123
C 1.84 -4.66 4.23 -0.579
Cl -3.57 0.51 -7.41 -0.017
H 0.92 -4.39 4.83 0.283
Cl -5.67 13.23 2.88 -0.093
C -5.81 4.33 1.64 0.110
Cl -3.08 1.50 0.20 -0.018
C -2.44 1.31 -6.29 0.139
F 0.39 2.23 0.62 -0.118
Cl -8.37 8.11 0.38 -0.070
Cl 0.71 -0.96 -3.85 -0.037
Cl -5.91 2.99 -8.97 -0.058
Cl -1.07 1.59 3.26 0.046
C -3.60 -11.88 6.68 0.364
Cl 9.09 -5.44 6.30 -0.109
Cl -4.56 5.22 0.76 -0.078
H 3.41 -2.53 2.92 0.086
Cl 9.75 6.38 -4.97 -0.100
Cl 0.37 -10.29 2.96 -0.121
C 2.34 1.06 1.59 0.473
Cl 1.05 6.54 -4.86 -0.113
H 1.35 0.47 3.82 -0.212
Cl 7.59 7.80 -6.28 -0.102
C -2.16 1.05 4.54 0.217
Cl -5.05 3.18 2.76 0.007
Cl -0.80 -9.18 5.37 -0.057
Cl -1.13 2.08 -7.21 -0.087
Cl -8.18 2.46 -1.93 -0.097
C -6.14 1.88 -10.33 0.350
Cl 2.11 -7.12 -5.01 -0.101
Cl 5.90 -3.22 1.10 0.005
C 2.77 -2.41 3.86 0.160
Cl -1.34 1.47 -2.11 0.230
Cl -3.18 -13.32 7.63 -0.098
Cl 11.16 -3.75 5.18 -0.117
C -6.63 13.30 1.39 0.317
H -0.61 -4.93 3.38 0.235
C -7.60 2.93 -3.54 0.339
Cl 1.28 -7.73 3.97 -0.093
Cl -5.35 -11.80 6.46 -0.097
Cl 7.62 4.90 -6.27 -0.089
C 1.36 1.28 0.38 0.607
Cl 6.55 3.53 -2.64 -0.012
F 0.82 0.12 -0.09 -0.158
C 3.52 -1.15 4.53 -0.779
Cl -5.80 0.22 -9.80 -0.105
F 2.55 2.21 2.35 -0.314
N 2.94 -3.72 4.52 -0.219
H 3.85 -4.10 4.29 0.047
Cl -3.31 2.54 -5.36 0.033
H 2.27 -1.22 1.68 -0.369
C -0.12 -8.79 3.78 0.261
C 5.94 -4.94 1.53 0.272
Cl 6.85 1.90 -0.27 -0.104
C 1.95 -6.01 -6.38 0.314
C -2.50 2.44 -1.18 -0.172
O 1.47 -1.92 3.62 -0.303
H -0.38 -5.16 1.58 0.267
Cl -1.68 -0.57 5.08 -0.069
H 2.17 -5.68 4.64 0.240
Cl 0.23 -5.66 -6.66 -0.098
Cl 7.09 6.35 -3.82 -0.083
Cl 4.54 -5.76 0.82 -0.111
Cl 2.87 -0.59 -1.98 0.042
Cl -2.81 -11.98 5.09 -0.073
Cl -0.40 4.04 -5.05 0.063
Cl -8.94 3.63 -4.47 -0.103
P 1.80 -0.41 2.77 0.826
Cl -1.76 0.11 -5.19 -0.032
Cl -6.90 11.66 0.79 -0.012
Cl -1.70 3.91 -0.61 -0.138
Cl 8.92 -4.58 3.54 -0.021
Cl 2.64 -6.76 -7.84 -0.114
H 4.55 -1.35 4.92 0.223
C 6.06 2.02 -1.84 0.112
Cl 2.09 4.38 -6.48 -0.139
Cl -6.81 5.48 2.56 -0.013
C 8.01 6.36 -5.34 0.358
H 1.70 -5.93 2.36 0.329
C 9.42 -4.11 5.17 0.293
Cl 4.30 2.02 -1.62 0.141
H 0.41 -0.38 2.35 -0.184
O 3.38 -0.15 3.51 -0.395
Cl -1.36 -7.97 2.80 -0.104
```

## Properties
HOMO-LUMO gap = 6.180 eV
E = -905094.03613 eV
Total charge = -1
HOMO = -5.079 eV
E_LUMO = 1.101 eV



The following is a quantum chemistry calculation of one molecule with the formula C7H10O5 in a non-equilibrium geometry, from the Open Molecules 2025 dataset.

XYZ file:
```
22
Properties=species:S:1:pos:R:3:mulliken_charge:R:1
H -4.27 -0.26 -0.66 0.341
H -3.07 0.53 -1.73 0.282
O 1.06 -0.64 -1.27 -0.449
H -0.42 -0.89 1.71 0.545
C 0.65 -1.38 -0.16 -0.122
H 1.26 2.00 -0.66 0.311
C -3.32 0.28 -0.69 -1.143
C 2.20 0.05 -0.88 0.185
O -1.11 0.26 0.15 -0.377
O 1.85 -1.77 0.43 -0.280
O -2.26 -1.64 0.37 -0.577
H 1.62 0.42 1.94 0.420
C -0.02 -0.37 0.83 0.158
O 2.89 -0.90 -0.11 -0.272
H -0.02 -2.22 -0.45 0.445
H -3.53 1.22 -0.15 0.313
C 0.95 0.78 1.16 -1.089
H 2.70 1.78 0.30 0.329
H 2.80 0.36 -1.74 0.363
C 1.78 1.25 -0.04 -0.594
C -2.21 -0.49 -0.01 0.802
H 0.46 1.62 1.66 0.410
```

## Properties
HOMO-LUMO gap = 10.546 eV
E = -17655.86920 eV
SMILES = CC(=O)O[C@@H]1CC[C@H]2OO[C@@H]1O2
ΔE to the lowest compared entry with this formula, charge and spin = 2.708 eV
HOMO = -9.750 eV
E_LUMO = 0.795 eV



The following is a quantum chemistry calculation of C7H6 as an isolated structure in a non-equilibrium geometry, from the Open Molecules 2025 dataset.

XYZ file:
```
13
Properties=species:S:1:pos:R:3:mulliken_charge:R:1
C -0.60 -1.04 -1.18 -0.257
C -0.11 -0.92 1.14 -0.660
H -0.44 -1.11 2.26 0.265
C 0.55 0.93 -0.50 -0.669
H 0.98 -0.11 -2.44 0.371
C 0.28 -0.16 -1.58 -0.453
H 0.37 1.89 -1.12 0.326
C -1.13 -1.11 0.14 0.676
C -1.74 0.20 0.18 -0.720
H -0.30 1.20 1.68 0.470
H 0.92 -1.23 0.93 0.271
H 1.56 0.83 -0.28 0.386
C -0.34 0.63 0.77 -0.005
```

## Properties
HOMO-LUMO gap (alpha / beta) = 8.102 / 8.103 eV
E = -7347.89443 eV
ΔE to the lowest compared entry with this formula, charge and spin = 5.604 eV
HOMO (alpha / beta) = -8.482 / -8.483 eV
E_LUMO (alpha / beta) = -0.380 / -0.380 eV



The following is a quantum chemistry calculation of one molecule with the formula C6H14N2O in a non-equilibrium geometry, from the Open Molecules 2025 dataset.

XYZ file:
```
23
Properties=species:S:1:pos:R:3:mulliken_charge:R:1
C 2.01 0.19 -1.20 -0.840
O 1.02 -0.28 -0.32 -0.363
H -2.10 0.12 0.60 0.384
C -0.74 -0.85 -1.92 -0.653
H 2.05 1.29 -1.21 0.276
C -0.41 -0.01 -0.69 1.202
C -0.45 -0.54 1.88 -0.355
H -0.48 1.94 -0.16 0.307
H -0.22 1.71 -1.77 0.284
H -1.44 -0.40 -2.61 0.438
H 2.96 -0.20 -0.82 0.289
N -0.26 -1.98 -2.19 -0.632
H 1.86 -0.17 -2.21 0.331
H 0.26 0.79 3.41 0.373
C -0.07 0.84 2.38 -1.121
H 0.74 1.26 1.78 0.225
H -1.55 -1.55 0.29 0.373
H -0.93 1.52 2.33 0.284
C -1.23 -0.53 0.50 -1.178
H 0.40 -2.32 -1.48 0.327
H 0.44 -1.17 1.80 0.270
N -0.71 1.36 -0.96 -0.654
H -1.14 -1.02 2.57 0.431
```

## Properties
HOMO-LUMO gap = 10.696 eV
E = -11475.91029 eV
SMILES = [H]/N=C\[C@@](N)(CCC)OC
ΔE to the lowest compared entry with this formula, charge and spin = 1.860 eV
HOMO = -9.767 eV
E_LUMO = 0.929 eV